A cluster of 2 separate species, C29H30N4O5 in total at a distorted geometry, computed with ωB97M-V/def2-TZVPD.

The calculation puts the highest occupied orbital energy at -0.23330 hartree. For the relative energy (zero: lowest compared OMol25 entry of this formula, charge and spin), the calculation gives 12.1367 eV. For the gap between HOMO and LUMO, the calculation gives 3.7 eV. The total energy comes out at -1718.01353 hartree.

Structure (XYZ):
```
68
Properties=species:S:1:pos:R:3:forces:R:3:lowdin_charge:R:1
C -1.529 4.996 0.098 0.3 0.2 0.0 -0.002
N -1.400 3.554 0.188 -0.4 -0.3 0.0 -0.031
C -2.493 2.755 0.359 -1.0 0.7 0.3 -0.367
O -3.647 3.153 0.503 1.6 -0.8 -0.3 0.094
C -2.006 1.305 0.358 -0.6 0.2 0.7 -0.157
C -2.606 0.484 -0.781 0.1 -0.2 -0.4 -0.082
C -4.101 0.334 -0.659 -0.2 -0.1 0.0 -0.238
C -4.932 0.826 -1.669 -0.1 0.0 0.4 -0.042
C -6.318 0.802 -1.506 0.0 -0.2 0.2 -0.074
C -6.871 0.243 -0.344 0.2 0.0 0.0 -0.082
C -6.039 -0.316 0.638 0.2 0.1 -0.2 -0.068
C -4.649 -0.276 0.474 -0.4 0.2 -0.2 -0.036
N -0.555 1.452 0.258 1.3 -2.0 -0.2 0.053
C 0.250 0.365 0.239 -1.3 1.1 0.0 0.050
C 1.625 0.426 0.043 1.5 -0.1 -0.3 -0.050
C 2.494 -0.658 0.025 -0.7 1.4 0.5 0.084
C 3.929 -0.497 -0.067 1.8 0.8 -0.3 -0.146
C 4.496 0.803 -0.177 0.5 0.0 -0.1 0.079
C 5.885 0.993 -0.294 -1.3 -1.6 0.3 -0.144
N 6.395 2.317 -0.431 1.4 3.1 -0.3 -0.316
O 7.633 2.457 -0.553 -2.4 -0.3 0.2 0.066
O 5.600 3.287 -0.424 1.3 -2.0 0.0 0.050
C 6.777 -0.089 -0.277 -0.7 0.2 0.0 0.037
C 6.243 -1.368 -0.149 0.1 0.2 0.0 -0.020
C 4.866 -1.575 -0.055 -0.7 0.4 -0.1 0.051
C -0.122 2.853 0.077 0.3 0.9 -0.2 -0.455
C 0.499 3.124 -1.304 -0.1 -0.2 -0.2 0.015
C 0.835 3.332 1.181 -0.2 -0.2 0.2 0.016
H -2.590 5.253 0.146 0.2 -0.2 0.0 0.099
H -1.002 5.490 0.924 -0.2 -0.1 -0.1 0.096
H -1.111 5.367 -0.846 -0.1 -0.1 0.1 0.093
H -2.270 0.861 1.334 0.1 0.1 -0.3 0.171
H -2.358 0.979 -1.731 0.0 -0.1 0.2 0.130
H -2.122 -0.501 -0.785 -0.1 0.1 0.0 0.124
H -4.476 1.265 -2.559 -0.2 -0.1 0.2 0.113
H -6.963 1.230 -2.280 0.2 -0.2 0.3 0.106
H -7.955 0.245 -0.202 0.4 0.0 -0.1 0.103
H -6.466 -0.772 1.538 0.1 0.2 -0.4 0.108
H -3.981 -0.688 1.237 -0.3 0.1 -0.2 0.117
H -0.237 -0.604 0.390 0.1 0.3 0.0 0.162
H 2.040 1.419 -0.110 -0.1 -0.5 0.1 0.054
H 2.083 -1.655 0.139 -0.1 -0.6 0.1 0.075
H 3.875 1.697 -0.186 0.3 -0.2 0.0 0.107
H 7.838 0.117 -0.368 -0.1 -0.2 0.0 0.125
H 6.927 -2.217 -0.125 -0.3 0.1 0.0 0.124
H 4.497 -2.590 0.013 -0.1 -0.3 0.1 0.084
H -0.209 2.850 -2.098 0.2 0.1 0.2 0.103
H 0.741 4.194 -1.385 -0.1 -0.4 0.0 0.093
H 1.422 2.556 -1.453 -0.2 0.2 -0.1 0.077
H 0.346 3.221 2.158 0.2 0.1 -0.2 0.108
H 1.762 2.752 1.187 -0.2 0.3 0.1 0.075
H 1.083 4.389 1.005 -0.1 -0.4 0.1 0.096
C 1.599 -3.606 -0.130 1.0 -0.8 0.1 -0.127
N 2.628 -4.116 0.661 0.3 0.4 0.0 -0.425
O 3.747 -4.458 0.159 -0.7 0.8 0.1 -0.090
O 2.451 -4.204 1.911 0.9 -0.2 -1.0 -0.070
C 0.292 -4.103 0.216 -1.1 0.3 0.3 -0.239
C -0.110 -4.139 1.569 -0.6 0.0 -0.1 -0.057
C -1.409 -4.490 1.913 -0.1 -0.1 -0.4 -0.103
C -2.334 -4.825 0.916 0.1 -0.1 -0.2 -0.123
C -1.920 -4.898 -0.431 -0.1 0.1 0.4 -0.114
C -0.618 -4.548 -0.781 0.4 0.4 0.4 -0.062
H 1.817 -3.275 -1.153 0.3 -1.0 0.3 0.112
H 0.634 -3.883 2.316 -0.6 0.0 -0.2 0.086
H -1.675 -4.510 2.971 -0.1 0.0 -0.3 0.097
H -3.368 -5.048 1.185 0.3 -0.1 -0.1 0.087
H -2.622 -5.238 -1.202 0.3 0.2 0.3 0.096
H -0.246 -4.599 -1.814 -0.4 0.0 0.4 0.104
```
Positions in Å, forces in eV/Å.

A structure of composition C29H31As2F6GeNO4S2Zr at a distorted geometry, computed with ωB97M-V/def2-TZVPD.

The calculation puts the highest occupied orbital energy (alpha / beta) at -0.59783 / -0.61720 hartree. As for the charge: +3. For the relative energy (zero: lowest compared OMol25 entry of this formula, charge and spin), the calculation gives 1.8730 eV. For the gap between HOMO and LUMO (alpha / beta), the calculation gives 6.6 / 6.4 eV. The total energy comes out at -9469.49246 hartree. The multiplicity is 2.

Structure (XYZ):
```
77
Properties=species:S:1:pos:R:3:forces:R:3:lowdin_spin:R:1
Zr -0.094 0.442 -0.513 -0.1 -1.0 -0.2 0.235
F 3.218 -0.278 1.399 0.0 0.0 0.0 0.005
C 2.403 -1.089 2.054 -0.1 0.0 0.0 0.017
F 1.872 -0.458 3.082 0.0 0.0 0.0 0.002
F 3.029 -2.168 2.433 0.1 -0.1 0.0 0.007
S 1.004 -1.625 0.888 0.0 -0.2 0.2 0.043
O 1.399 -1.027 -0.466 0.2 -0.1 0.2 0.013
O 0.946 -3.041 0.913 -0.1 0.0 -0.1 -0.004
N -0.254 -0.764 1.253 0.3 -0.1 -0.2 0.223
S -0.021 2.261 1.561 0.1 0.0 -0.3 0.007
O 1.137 1.795 0.616 0.0 0.4 0.1 0.003
O -1.228 1.764 0.719 0.1 0.3 0.3 0.016
C -0.090 4.081 1.123 0.0 0.0 0.1 0.001
F 1.016 4.642 1.568 0.0 0.0 0.0 0.000
F -1.154 4.589 1.697 0.0 0.0 0.0 0.000
F -0.166 4.211 -0.197 0.0 0.0 0.0 0.000
C -2.164 -3.106 0.897 0.0 0.0 0.0 -0.003
As -2.245 -1.210 0.592 -0.2 0.0 0.1 0.212
C -3.078 -0.416 2.125 0.0 0.0 0.0 0.004
C -3.499 -0.963 -0.906 0.0 0.0 0.0 0.126
C -4.848 -0.812 -0.605 0.0 0.0 0.0 0.027
C -5.767 -0.718 -1.644 0.0 0.0 0.0 0.008
C -5.337 -0.765 -2.961 0.0 0.0 0.0 0.005
C -3.985 -0.906 -3.255 0.0 0.0 -0.1 0.000
C -3.055 -1.005 -2.228 0.0 0.0 0.1 0.009
As -1.155 -1.184 -2.560 -0.2 -0.1 -0.2 0.020
C -0.762 -3.092 -2.506 0.0 0.0 0.0 0.000
C -0.962 -0.723 -4.429 0.0 0.0 0.0 0.007
H -3.197 -3.453 0.841 0.0 0.0 0.0 0.000
H -1.749 -3.287 1.886 0.0 0.0 0.0 -0.001
H -1.558 -3.613 0.153 0.0 0.0 0.0 0.001
H -3.904 -1.060 2.424 0.0 0.0 0.0 0.002
H -3.439 0.580 1.881 0.0 0.0 0.0 0.000
H -2.344 -0.373 2.925 0.0 0.0 0.0 0.000
H -5.205 -0.772 0.416 0.0 0.0 0.0 0.002
H -6.819 -0.607 -1.419 0.0 0.0 0.0 0.001
H -6.056 -0.693 -3.766 0.0 0.0 0.0 0.000
H -3.677 -0.943 -4.292 0.0 0.0 0.0 0.000
H -1.689 -3.638 -2.338 0.0 0.0 0.0 0.000
H -0.039 -3.324 -1.727 0.0 0.0 0.0 0.000
H -0.350 -3.380 -3.471 0.0 0.0 0.0 0.000
H -1.501 -1.458 -5.027 0.0 0.0 0.0 0.001
H 0.090 -0.753 -4.709 0.0 0.0 0.0 0.000
H -1.357 0.275 -4.611 0.0 0.0 0.0 0.000
C 3.025 3.835 -1.243 0.0 0.0 0.0 0.000
Ge 2.433 2.170 -1.978 -0.2 0.3 0.1 0.001
C 3.459 0.606 -1.984 0.1 -0.2 0.0 0.000
C 4.688 0.567 -1.314 0.0 0.1 0.1 0.000
C 5.474 -0.570 -1.391 0.0 0.0 0.0 0.000
C 5.044 -1.657 -2.142 0.0 0.0 0.0 0.000
C 3.828 -1.623 -2.824 0.1 0.0 0.0 0.000
C 3.037 -0.497 -2.741 0.0 0.1 -0.1 0.000
C 0.644 2.146 -2.849 0.1 0.0 0.0 0.001
C -0.695 2.228 -2.524 -0.1 0.3 0.1 0.001
C -1.644 2.888 -3.330 0.0 -0.2 -0.2 0.000
C -1.239 3.515 -4.474 -0.1 0.0 0.0 0.000
C 0.104 3.440 -4.898 0.1 0.0 -0.1 0.000
C 0.551 4.099 -6.070 -0.1 0.0 0.0 0.000
C 1.858 4.042 -6.461 0.1 0.0 0.0 0.000
C 2.780 3.269 -5.725 -0.1 0.0 0.0 0.000
C 2.371 2.594 -4.604 -0.1 0.0 0.1 0.000
C 1.032 2.693 -4.127 0.1 -0.1 0.0 0.000
H 3.646 4.353 -1.974 0.0 0.0 0.0 0.000
H 3.623 3.625 -0.356 0.0 0.0 0.0 0.000
H 2.177 4.464 -0.987 0.0 0.0 0.0 0.000
H 5.036 1.415 -0.734 0.0 0.0 0.0 0.000
H 6.425 -0.608 -0.877 0.0 0.0 0.0 0.000
H 5.666 -2.541 -2.208 0.0 0.0 0.0 0.000
H 3.520 -2.473 -3.418 0.0 0.0 0.0 0.000
H 2.095 -0.454 -3.282 0.0 0.0 0.0 0.000
H -1.196 1.923 -1.594 0.1 0.3 0.1 0.001
H -2.679 2.925 -3.017 0.0 0.0 0.0 0.000
H -1.953 4.081 -5.060 0.0 0.0 0.0 0.000
H -0.166 4.661 -6.655 0.0 0.0 0.0 0.000
H 2.179 4.563 -7.352 0.0 0.0 0.0 0.000
H 3.799 3.169 -6.072 0.0 0.0 0.0 0.000
H 3.072 1.875 -4.180 0.0 0.0 0.0 0.000
```
Positions in Å, forces in eV/Å.

A structure of composition C29H31BFeN7O3S2 at a distorted geometry, computed with ωB97M-V/def2-TZVPD.

The calculation puts the highest occupied orbital energy (alpha / beta) at -0.26295 / -0.26289 hartree. For the relative energy (zero: lowest compared OMol25 entry of this formula, charge and spin), the calculation gives 0.3941 eV. For the gap between HOMO and LUMO (alpha / beta), the calculation gives 6.1 / 6.8 eV. The total energy comes out at -3817.74464 hartree. The multiplicity is 2.

Structure (XYZ):
```
74
Properties=species:S:1:pos:R:3:forces:R:3:lowdin_spin:R:1
Fe -0.824 0.417 0.771 -1.3 0.5 -0.1 0.968
C 1.310 3.575 3.434 0.0 0.1 0.1 0.001
O 0.279 3.138 4.315 0.0 -0.3 -0.1 0.001
C -0.986 3.261 3.816 -0.1 0.1 0.2 0.005
C -1.868 4.100 4.459 0.1 0.1 -0.1 -0.001
C -3.183 4.270 4.012 -0.1 0.0 0.0 0.008
C -3.593 3.611 2.882 0.0 0.1 0.1 -0.002
C -2.722 2.729 2.218 0.0 -0.1 -0.1 0.008
C -3.164 2.114 1.003 0.1 0.2 0.2 0.003
N -2.462 1.307 0.285 -0.1 -0.4 -0.2 -0.016
N -3.030 0.925 -0.931 0.1 0.1 0.0 -0.012
C -2.368 -0.100 -1.378 0.0 0.0 0.3 0.000
O -1.414 -0.665 -0.710 0.3 0.0 -0.4 -0.023
C -2.713 -0.660 -2.707 -0.1 0.0 0.0 0.000
C -3.918 -0.340 -3.329 0.0 0.0 0.0 0.000
C -4.210 -0.860 -4.578 0.0 0.0 0.0 0.000
C -3.302 -1.698 -5.216 0.0 0.0 0.0 0.001
C -2.104 -2.020 -4.596 0.0 0.0 0.0 0.000
C -1.813 -1.507 -3.340 0.0 0.0 0.0 0.001
C -1.423 2.478 2.716 -0.2 -0.2 -0.2 0.001
O -0.646 1.551 2.224 0.7 0.0 0.4 0.058
H 2.230 3.097 3.760 0.0 0.0 0.0 0.000
H 1.097 3.299 2.400 0.0 0.0 0.0 0.000
H 1.415 4.662 3.498 0.0 0.0 0.0 0.000
H -1.502 4.641 5.323 0.0 0.0 0.0 0.000
H -3.853 4.934 4.541 0.0 0.0 0.0 0.001
H -4.590 3.757 2.485 0.0 0.0 0.0 0.000
H -4.149 2.368 0.620 0.0 0.0 0.0 -0.001
H -4.612 0.318 -2.822 0.0 0.0 0.0 0.000
H -5.148 -0.612 -5.059 0.0 0.0 0.0 0.000
H -3.534 -2.103 -6.193 0.0 0.0 0.0 0.000
H -1.395 -2.674 -5.089 0.0 0.0 0.0 0.000
H -0.892 -1.760 -2.834 0.0 0.0 0.0 0.000
C 0.382 2.182 -3.561 0.0 0.0 0.0 0.001
N 0.903 0.899 -3.121 0.1 0.0 0.0 -0.004
C 1.405 -0.087 -3.940 -0.1 0.0 0.0 -0.002
C 1.791 -1.097 -3.127 0.0 0.0 0.0 -0.002
N 1.532 -0.737 -1.826 0.1 0.1 0.0 -0.001
B 1.864 -1.619 -0.561 -0.1 0.0 -0.1 0.000
N 0.671 -2.626 -0.349 0.1 -0.1 0.2 0.004
C 0.418 -3.718 -1.147 0.0 0.0 0.0 0.001
C -0.631 -4.397 -0.633 0.0 0.0 0.0 0.002
N -1.019 -3.710 0.497 0.0 -0.1 0.0 0.003
C -2.116 -4.062 1.379 0.0 0.0 0.0 0.000
C -0.217 -2.640 0.650 0.0 0.1 -0.1 0.001
S -0.404 -1.495 1.936 0.2 0.0 0.1 0.015
C 1.008 0.495 -1.837 -0.1 -0.1 0.0 -0.005
S 0.624 1.541 -0.507 0.1 0.0 0.0 -0.011
H 0.190 2.123 -4.629 0.0 0.0 0.0 0.000
H 1.099 2.976 -3.358 0.0 0.0 0.0 0.000
H -0.544 2.396 -3.032 0.0 0.0 0.0 0.001
H 1.426 0.018 -5.009 0.0 0.0 0.0 0.000
H 2.240 -2.044 -3.365 0.0 0.0 0.0 0.000
H 2.860 -2.253 -0.793 0.0 0.0 -0.1 0.000
H 1.938 -0.898 0.378 0.1 0.0 0.0 -0.001
H 1.008 -3.926 -2.022 0.0 0.0 0.0 0.000
H -1.128 -5.293 -0.955 0.0 0.0 0.0 0.000
H -2.616 -4.936 0.969 0.0 0.0 0.0 0.000
H -2.817 -3.233 1.443 0.0 0.0 0.0 0.000
H -1.744 -4.287 2.376 0.0 0.0 0.0 0.000
N 2.361 0.493 2.773 0.2 0.0 0.3 0.000
C 3.562 -0.019 2.324 0.0 0.0 0.0 0.000
C 3.927 -1.337 2.613 0.0 0.0 0.0 0.000
C 5.147 -1.836 2.192 0.0 0.0 0.0 0.000
C 6.033 -1.043 1.474 0.0 0.0 0.0 0.000
C 5.670 0.264 1.179 0.0 0.0 0.0 0.000
C 4.453 0.775 1.598 0.0 0.0 0.0 0.000
H 1.640 -0.174 2.987 -0.1 0.0 -0.1 0.000
H 2.022 1.325 2.324 -0.1 -0.1 -0.1 0.000
H 3.237 -1.968 3.162 0.0 0.0 0.0 0.000
H 5.407 -2.862 2.424 0.0 0.0 0.0 0.000
H 6.988 -1.436 1.151 0.0 0.0 0.0 0.000
H 6.341 0.896 0.610 0.0 0.0 0.0 0.000
H 4.176 1.795 1.354 0.0 0.0 0.0 0.000
```
Positions in Å, forces in eV/Å.